This record from the OMol25 dataset describes a molecular structure, C40H58KN5O3P2S2Se4. The level of theory is ωB97M-V/def2-TZVPD.

Positions of all 115 atoms, in Å:
K: -0.024193 0.046997 -0.359375
C: -2.162590 4.246733 -3.259882
C: -0.997462 3.327196 -3.639308
C: 0.268463 3.757586 -2.889958
P: -1.449216 1.595403 -3.150306
C: -2.948158 1.284401 -4.222625
C: -2.729015 1.538639 -5.711220
C: -3.485677 -0.125701 -3.982099
C: -0.159951 0.551690 -3.932029
C: 0.750646 1.083013 -4.849556
C: 1.825221 0.369846 -5.357969
C: 2.796371 1.011834 -6.316942
C: 1.986948 -0.941556 -4.916697
C: 1.094676 -1.505012 -4.027409
C: -0.010593 -0.796784 -3.517907
N: -0.841413 -1.372613 -2.566484
C: -1.333775 -2.597264 -2.768160
C: -1.473503 -3.168395 -4.076903
C: -2.110963 -4.360026 -4.318234
C: -2.653321 -5.132541 -3.286675
C: -3.361798 -6.437979 -3.543857
C: -2.496560 -4.630475 -2.007162
C: -1.856647 -3.418872 -1.712107
P: -1.668395 -3.163229 0.060007
C: -3.436313 -2.864186 0.633828
C: -4.449341 -4.006800 0.612925
C: -3.986550 -1.656936 -0.138840
C: -1.227510 -4.733336 0.892347
C: -0.945279 -4.414371 2.365694
C: -0.031572 -5.420583 0.234855
H: -1.849634 5.292726 -3.322577
H: -2.477411 4.054812 -2.229469
H: -3.028736 4.112554 -3.911070
H: -0.832689 3.411313 -4.718051
H: 0.146645 3.668696 -1.808188
H: 0.506899 4.801730 -3.112954
H: 1.132260 3.151582 -3.156198
H: -3.689980 1.996407 -3.845109
H: -1.880086 0.955654 -6.076221
H: -2.528805 2.592364 -5.919847
H: -3.612549 1.243577 -6.287606
H: -2.819588 -0.873976 -4.412774
H: -4.470031 -0.243037 -4.447533
H: -3.566275 -0.344640 -2.916864
H: 0.635375 2.111061 -5.176039
H: 3.268966 1.890787 -5.872715
H: 2.300618 1.334246 -7.236816
H: 3.589513 0.315149 -6.591613
H: 2.840648 -1.520770 -5.254030
H: 1.252912 -2.516110 -3.670994
H: -1.078149 -2.608427 -4.914973
H: -2.195248 -4.707444 -5.345150
H: -3.203689 -6.766182 -4.573169
H: -4.442929 -6.359516 -3.390196
H: -2.998961 -7.233455 -2.887086
H: -2.860132 -5.242943 -1.188391
H: -3.297679 -2.560386 1.678645
H: -4.674458 -4.323094 -0.406755
H: -5.389884 -3.666788 1.058782
H: -4.114555 -4.876746 1.181096
H: -4.150494 -1.922733 -1.186019
H: -3.307601 -0.802125 -0.106920
H: -4.943983 -1.334323 0.283210
H: -2.094737 -5.393267 0.830266
H: -0.102744 -3.723835 2.444793
H: -0.687825 -5.330220 2.904339
H: -1.805725 -3.957158 2.859507
H: 0.859193 -4.800161 0.330100
H: -0.208857 -5.607091 -0.825110
H: 0.161414 -6.378577 0.726922
Se: 2.477878 4.190514 0.741772
Se: 3.011332 2.195970 1.894782
Se: 5.305143 1.660212 1.680696
Se: 5.668047 0.045216 0.005373
N: 1.541152 -1.777012 4.640747
C: 2.963837 -1.696508 4.586368
C: 3.695646 -1.768029 5.760224
C: 5.084450 -1.724940 5.718916
C: 5.733402 -1.585610 4.500610
C: 4.999636 -1.484391 3.324864
C: 3.615371 -1.567128 3.366185
S: 2.680970 -1.474700 1.872527
N: 1.155294 -1.003240 2.428090
C: 0.773073 -1.201970 3.614918
C: -0.677686 -1.017472 3.926761
C: -1.305332 -1.801570 4.892629
C: -2.675794 -1.683011 5.066508
C: -3.375871 -0.788551 4.278256
C: -2.661488 -0.039506 3.348734
N: -1.349616 -0.146493 3.182612
H: 1.187798 -1.531927 5.554437
H: 3.171407 -1.864266 6.706253
H: 5.651511 -1.786640 6.639910
H: 6.813289 -1.522695 4.457663
H: 5.480811 -1.321913 2.362682
H: -0.743481 -2.536874 5.453178
H: -3.187786 -2.296222 5.798705
H: -4.447729 -0.670200 4.368240
H: -3.148999 0.671864 2.689142
O: -1.141574 -1.863884 0.831836
O: -0.030746 -2.566546 0.087882
N: 2.351154 1.335774 -1.400644
H: 2.494574 2.208498 -0.889993
H: 2.495019 1.533476 -2.385728
H: 3.123808 0.725702 -1.129380
C: -2.440565 4.377274 1.040717
S: -1.490223 2.902007 0.688549
C: -0.553833 2.889103 2.207409
O: -2.447415 1.745353 0.740134
H: -3.005192 4.217863 1.960248
H: -3.114756 4.536987 0.200062
H: -1.749163 5.214244 1.139948
H: 0.188131 3.689412 2.140651
H: -0.034288 1.931867 2.248180
H: -1.225073 2.977878 3.064248

Forces on the atoms, in the same order (eV/Å):
K 0.42 0.60 -0.06
C 0.04 0.01 -0.02
C 0.06 0.04 0.06
C -0.05 -0.01 -0.04
P -0.06 -0.31 0.26
C 0.03 -0.01 -0.05
C -0.02 0.02 0.02
C 0.03 0.05 0.01
C 0.04 0.01 -0.14
C -0.03 0.00 0.04
C 0.04 -0.05 -0.03
C -0.03 -0.02 0.03
C -0.03 0.02 0.03
C 0.01 0.03 -0.01
C -0.07 -0.04 0.07
N -0.05 0.10 0.09
C 0.00 0.04 -0.10
C -0.05 -0.06 -0.06
C 0.04 0.07 -0.02
C -0.02 -0.03 0.04
C 0.02 0.03 0.00
C 0.06 0.06 -0.05
C 0.00 -0.14 0.03
P -0.23 -0.19 -0.22
C -0.05 0.06 -0.08
C 0.01 0.04 -0.02
C 0.04 -0.02 0.08
C 0.07 0.03 0.07
C 0.01 -0.04 -0.02
C -0.04 -0.02 0.04
H -0.01 0.00 -0.01
H -0.01 0.01 -0.01
H 0.00 0.00 0.02
H 0.01 0.01 0.00
H 0.00 0.01 0.00
H 0.00 0.00 0.00
H 0.00 0.00 0.00
H -0.02 -0.02 0.01
H -0.01 -0.01 0.00
H 0.01 -0.02 -0.02
H 0.00 0.02 0.00
H 0.01 -0.02 0.00
H 0.01 0.01 -0.01
H -0.02 0.00 -0.01
H -0.01 -0.01 0.02
H 0.00 0.00 0.00
H 0.00 0.00 0.00
H 0.00 0.00 0.00
H 0.00 0.00 0.00
H 0.00 0.00 -0.01
H -0.01 -0.01 0.01
H 0.00 -0.01 0.00
H 0.00 0.00 0.00
H 0.00 0.00 -0.01
H 0.00 0.00 0.00
H -0.01 0.00 0.03
H 0.00 -0.01 0.01
H 0.00 0.00 -0.01
H 0.01 0.00 0.00
H -0.01 -0.02 -0.01
H 0.01 0.00 -0.01
H -0.03 0.00 0.00
H 0.01 -0.02 0.00
H -0.03 -0.02 0.03
H -0.01 -0.01 -0.02
H -0.01 -0.01 -0.01
H 0.02 -0.01 0.00
H 0.00 0.00 0.01
H 0.01 0.00 0.00
H -0.01 0.01 -0.01
Se 0.13 0.00 0.05
Se 0.04 0.05 0.02
Se -0.13 -0.01 -0.14
Se -0.07 0.12 0.13
N 0.06 0.14 -0.03
C -0.18 -0.03 0.02
C 0.00 0.02 0.02
C 0.03 0.00 -0.09
C -0.04 -0.01 0.07
C -0.01 0.01 0.01
C -0.01 0.05 -0.01
S -0.07 0.08 0.00
N 0.13 -0.05 -0.23
C -0.01 -0.24 0.08
C -0.02 0.05 0.07
C 0.00 -0.12 0.06
C 0.04 -0.02 0.03
C 0.02 0.05 -0.04
C 0.05 0.02 -0.04
N -0.02 0.14 -0.06
H 0.03 -0.08 0.03
H 0.02 0.00 0.01
H -0.01 0.00 0.00
H -0.01 0.00 0.00
H 0.03 0.01 0.01
H 0.01 0.01 0.01
H 0.01 -0.01 0.00
H 0.00 0.00 0.00
H 0.01 0.00 -0.01
O -0.08 -0.05 0.08
O 0.10 -0.09 -0.03
N -0.09 -0.33 -0.08
H -0.03 0.04 -0.07
H -0.01 0.00 -0.01
H 0.04 0.10 0.08
C -0.08 0.06 -0.03
S 0.25 -0.23 -0.03
C -0.03 0.00 0.03
O -0.12 0.09 0.06
H -0.01 0.02 0.00
H -0.01 0.04 0.04
H -0.01 0.00 -0.01
H 0.00 -0.01 0.04
H 0.03 0.02 0.00
H -0.03 0.00 -0.03

The value obtained for the relative energy (zero: lowest compared OMol25 entry of this formula, charge and spin) is 4.4 kcal per mole. The calculated total energy comes out at -13743.33201 a.u. For the strongest force on any atom, the calculation gives 0.74 eV/Å. For the LUMO energy, the calculation gives 0.127 Eh. As for the gap between HOMO and LUMO: 4.2 eV. As for the spin multiplicity: 1. For the HOMO energy, the calculation gives -0.0278 hartree. As for the total charge: -2.

Atomic partial charges in e from the Löwdin method, atoms 1 to 6:
1 K 0.580
2 C -0.134
3 C -0.581
4 C -0.123
5 P 1.099
6 C -0.554


This record from the OMol25 dataset describes 6 unconnected molecules or ions with the total composition C40H59N9OS. The level of theory is ωB97M-V/def2-TZVPD.

Positions of all 110 atoms, in Å:
C: -5.479525 -2.667549 1.980964
C: -4.736713 -2.951356 1.073913
C: -3.536261 -3.167473 0.286224
C: -2.821513 -4.327838 0.509958
C: -1.652636 -4.617702 -0.165484
C: -0.807988 -5.860342 0.059171
C: -1.025070 -6.997704 -0.970404
N: -2.389597 -7.539533 -0.946762
N: -0.055823 -8.091260 -0.627747
N: -0.737898 -6.608198 -2.340035
C: -1.228889 -3.661288 -1.098678
C: -1.950508 -2.494021 -1.308860
C: -3.118122 -2.224649 -0.629585
S: -1.250364 -1.344731 -2.500040
C: 0.490811 -1.544838 -2.128789
C: 1.390998 -0.509194 -2.139152
C: 2.732138 -0.723209 -1.816724
C: 3.647169 0.493106 -1.882188
C: 4.940915 0.434303 -1.050996
C: 6.053541 -0.567664 -1.513662
C: 6.059692 -0.982066 -3.005431
O: 5.735164 -2.369205 -3.174130
C: 3.094563 -2.005727 -1.474498
C: 2.210966 -3.078367 -1.475242
C: 0.901696 -2.829893 -1.814068
N: -0.017378 -3.936268 -1.823969
H: -6.034377 -2.457269 2.869455
H: -3.202730 -5.012519 1.266202
H: -1.041771 -6.278562 1.049623
H: 0.243352 -5.554735 0.097468
H: -2.813981 -7.193183 -0.092976
H: -2.267504 -8.546542 -0.899713
H: -0.040249 -8.180853 0.390546
H: 0.869527 -7.721217 -0.837967
H: -0.962011 -7.353481 -2.985780
H: 0.228364 -6.320895 -2.440413
H: -3.654986 -1.296608 -0.798443
H: 1.026882 0.487555 -2.390478
H: 3.056103 1.330533 -1.478115
H: 3.812616 0.761979 -2.934664
H: 5.375555 1.445278 -0.986105
H: 4.643085 0.142887 -0.030956
H: 6.042083 -1.426566 -0.827727
H: 7.017151 -0.072666 -1.322999
H: 7.103547 -0.898569 -3.356121
H: 5.464662 -0.348655 -3.664068
H: 6.108982 -2.848216 -2.429747
H: 4.115348 -2.228578 -1.185821
H: 2.525399 -4.086368 -1.220213
H: -0.287436 -4.175187 -2.778404
C: 7.204350 6.230884 -0.638855
C: 5.821706 5.934337 -0.069249
C: 5.469160 4.444244 -0.111077
C: 5.468720 3.957334 -1.498994
N: 5.471383 3.591876 -2.589824
H: 7.269033 5.960474 -1.693917
H: 7.427111 7.296066 -0.562229
H: 7.976733 5.682417 -0.095617
H: 5.075748 6.506011 -0.626229
H: 5.780273 6.277317 0.967159
H: 4.479851 4.278817 0.319223
H: 6.194717 3.867717 0.470092
C: -7.948249 -0.495318 -2.185596
C: -6.505907 -0.466651 -1.692811
C: -6.374238 0.077477 -0.265599
C: -6.869455 1.462274 -0.214264
N: -7.258938 2.548161 -0.182303
H: -8.376324 0.507471 -2.231302
H: -7.998219 -0.915773 -3.190193
H: -8.573857 -1.106165 -1.531341
H: -5.908200 0.142178 -2.375435
H: -6.097436 -1.479414 -1.723438
H: -5.330952 0.065036 0.050425
H: -6.943792 -0.543570 0.425981
C: -0.147612 -1.587794 3.746255
C: 0.974414 -1.694299 2.719049
C: 0.803751 -2.887596 1.773986
C: 0.798728 -4.144323 2.539567
N: 0.794662 -5.128297 3.143454
H: -0.174104 -2.459390 4.402482
H: -0.003688 -0.710105 4.377616
H: -1.119870 -1.497180 3.256340
H: 1.930680 -1.771983 3.241657
H: 1.005891 -0.777524 2.126554
H: 1.617557 -2.912765 1.049090
H: -0.134905 -2.808910 1.222403
C: 9.086051 6.242265 4.128506
C: 7.706562 5.941276 4.704276
C: 7.356836 4.449328 4.666402
C: 7.353118 3.958465 3.280045
N: 7.351755 3.582290 2.189074
H: 9.148256 5.970408 3.073365
H: 9.304275 7.307696 4.202524
H: 9.863935 5.699097 4.668936
H: 6.956482 6.508546 4.148788
H: 7.667536 6.286125 5.739033
H: 6.370245 4.281324 5.099233
H: 8.081017 3.871183 5.242179
C: -10.695626 3.694050 -0.107373
C: -10.558657 5.147536 -0.542706
C: -11.890248 5.906529 -0.520937
C: -12.855883 5.281727 -1.439260
N: -13.608372 4.787662 -2.161323
H: -11.344568 3.132710 -0.782386
H: -9.721877 3.205942 -0.110591
H: -11.107704 3.623957 0.902292
H: -10.134086 5.179731 -1.548140
H: -9.852966 5.653137 0.119199
H: -11.739257 6.942658 -0.825741
H: -12.312527 5.908422 0.485169

Forces on the atoms, in the same order (eV/Å):
C 0.22 -0.26 -0.24
C 0.49 0.52 0.80
C -1.45 0.10 0.15
C 0.07 -0.97 0.57
C 0.38 0.27 -0.43
C -0.84 0.42 0.04
C 0.84 -0.76 -0.54
N 0.91 0.51 0.48
N -0.26 0.40 0.51
N -0.20 0.74 0.15
C 0.24 -0.75 0.09
C 1.18 0.41 -0.72
C 0.12 0.29 -0.20
S -0.05 0.12 0.19
C -0.89 -0.44 0.09
C -0.22 0.60 -0.12
C -0.35 0.68 -0.33
C -0.12 0.09 0.44
C 0.02 -0.41 -0.04
C -0.14 1.11 -0.04
C 1.56 -0.80 0.68
O -0.68 0.28 -0.34
C 1.12 -0.70 0.47
C 0.00 0.58 -0.08
C -0.26 -0.91 -0.07
N -0.23 0.62 -0.07
H -0.18 -0.02 -0.32
H 0.10 0.06 -0.13
H 0.01 0.09 -0.21
H -0.18 -0.22 -0.25
H -0.36 -0.42 -0.09
H -0.35 0.03 0.14
H -0.09 -0.26 -0.11
H -0.03 -0.21 -0.13
H 0.02 -0.10 0.17
H -0.06 -0.12 -0.08
H 0.03 -0.17 0.06
H 0.19 -0.12 0.07
H 0.18 -0.13 -0.14
H 0.17 -0.12 0.24
H -0.28 -0.46 -0.13
H 0.12 0.21 -0.17
H 0.02 -0.09 -0.50
H -0.24 -0.13 0.04
H -0.30 0.34 -0.01
H -0.29 -0.36 0.21
H 0.09 0.05 -0.06
H -0.10 0.19 -0.11
H -0.03 0.16 -0.03
H 0.12 -0.06 0.08
C 0.03 0.06 0.03
C 0.18 0.19 -0.06
C 0.02 0.09 -0.28
C -0.09 -0.05 0.01
N 0.00 0.07 0.20
H -0.01 -0.06 0.02
H 0.01 -0.02 0.01
H -0.01 -0.01 -0.02
H -0.06 -0.05 0.06
H -0.07 -0.10 0.02
H 0.00 -0.09 -0.05
H -0.18 0.07 -0.22
C 0.01 0.00 -0.03
C -0.13 -0.13 -0.22
C -0.06 0.21 -0.42
C -0.13 0.49 0.31
N 0.26 -0.70 -0.07
H 0.01 -0.01 0.06
H -0.01 -0.03 0.03
H -0.01 0.01 -0.02
H 0.07 -0.01 0.08
H 0.06 0.04 0.10
H -0.05 0.05 0.13
H 0.00 0.08 0.07
C 0.02 0.04 0.02
C -0.13 0.18 0.21
C 0.13 0.04 0.41
C -0.03 -0.55 0.06
N 0.00 0.64 -0.37
H -0.02 -0.03 -0.06
H -0.03 0.00 -0.02
H 0.00 -0.01 0.02
H 0.03 -0.03 -0.10
H 0.05 -0.08 -0.10
H -0.05 -0.10 -0.02
H -0.01 -0.05 0.00
C -0.01 0.03 0.00
C 0.22 0.21 -0.05
C -0.03 0.22 -0.22
C -0.05 -0.38 -0.42
N 0.17 0.24 0.94
H 0.00 -0.05 0.02
H 0.02 -0.02 0.02
H 0.01 0.01 -0.03
H -0.07 -0.07 0.05
H -0.09 -0.09 0.01
H 0.00 -0.10 -0.04
H 0.00 -0.05 -0.05
C 0.04 -0.07 -0.01
C 0.12 -0.24 0.08
C 0.12 -0.19 -0.25
C -0.51 -0.08 -0.27
N 0.53 0.30 0.46
H -0.07 0.06 0.03
H 0.00 0.04 0.04
H -0.02 -0.01 -0.02
H -0.03 0.10 0.01
H -0.05 0.09 -0.04
H -0.10 0.01 0.00
H -0.05 -0.01 -0.02

The calculated total energy comes out at -2525.72094 a.u. For the strongest force on any atom, the calculation gives 1.88 eV/Å. For the LUMO energy, the calculation gives 0.010 Eh. As for the gap between HOMO and LUMO: 8.7 eV. As for the spin multiplicity: 1. For the HOMO energy, the calculation gives -0.3115 hartree.

Atomic partial charges in e from the Löwdin method, atoms 1 to 6:
1 C 0.126
2 C -0.078
3 C -0.243
4 C 0.009
5 C -0.145
6 C -0.094